No. 1
2 unconnected molecules or ions with the total composition C4H12 in a non-equilibrium geometry. Source: the Open Molecules 2025 dataset; level of theory: ωB97M-V/def2-TZVPD.

The geometry in ORCA input format:
```
! wB97M-V def2-TZVPD RIJCOSX def2/J DEFGRID3
* xyz 0 1
C 1.05 0.14 2.06
C 0.64 -1.12 1.33
H 0.31 0.92 1.98
H 1.34 -0.04 3.08
H 1.92 0.58 1.56
H 1.44 -1.78 1.03
H -0.04 -1.80 1.86
H 0.12 -0.99 0.39
C -0.28 0.47 -2.23
C -1.40 0.50 -1.18
H -0.36 -0.41 -2.86
H -0.34 1.34 -2.90
H 0.71 0.46 -1.77
H -1.76 -0.50 -0.97
H -2.24 1.11 -1.50
H -1.00 0.87 -0.25
*
```

Its SMILES is CC.CC. The value obtained for the HOMO energy is -0.429 Ha. As for the energy: -4342.2790 eV. As for the largest force on an atom: 1.641 eV/A. As for the HOMO-LUMO gap: 12.83 eV. The calculation puts the energy above the lowest of the compared OMol25 structures with the same formula, charge and spin at 24.1 kJ/mol.

***

No. 2
2 unconnected molecules or ions with the total composition C25H30F4N2P in a non-equilibrium geometry. Source: the Open Molecules 2025 dataset; level of theory: ωB97M-V/def2-TZVPD.

The geometry in ORCA input format:
```
! wB97M-V def2-TZVPD RIJCOSX def2/J DEFGRID3
* xyz 1 1
F 3.93 -2.65 -0.24
C 3.92 -1.45 0.43
C 5.13 -0.86 0.74
C 5.07 0.37 1.42
F 6.27 0.97 1.74
C 3.89 1.03 1.69
C 2.66 0.46 1.29
C 1.39 1.06 1.72
C 0.13 0.54 1.63
C -1.10 1.30 1.74
C -2.27 0.76 1.00
C -3.09 1.52 0.16
C -4.14 0.95 -0.55
F -5.00 1.74 -1.28
C -4.54 -0.40 -0.33
C -3.61 -1.20 0.33
F -3.93 -2.53 0.51
C -2.52 -0.65 1.05
C 2.68 -0.86 0.67
H 6.06 -1.34 0.53
H 3.90 2.00 2.21
H 1.51 2.13 2.01
H 0.10 -0.53 1.23
H -0.97 2.42 1.59
H -2.85 2.59 -0.03
H -5.40 -0.83 -0.87
H -1.85 -1.35 1.55
H 1.77 -1.34 0.39
C -3.28 5.48 4.51
C -3.32 4.13 5.20
C -3.69 4.29 6.68
C -4.32 3.19 4.54
N -1.96 3.52 5.02
P -1.62 1.84 4.71
H -1.26 1.53 2.88
N -0.08 1.98 5.48
C 0.65 0.87 6.16
C 2.12 1.03 5.82
C 0.10 -0.44 5.62
C 0.45 0.89 7.69
C 0.13 3.28 5.94
C -0.89 4.12 5.69
H -2.91 5.39 3.50
H -4.30 5.85 4.54
H -2.66 6.18 5.05
H -3.71 3.33 7.20
H -3.00 4.97 7.18
H -4.69 4.74 6.74
H -4.41 2.22 5.05
H -5.30 3.72 4.58
H -4.05 2.99 3.50
H 2.54 1.92 6.29
H 2.62 0.16 6.24
H 2.27 1.10 4.75
H -0.96 -0.62 5.88
H 0.17 -0.47 4.52
H 0.72 -1.25 6.05
H -0.61 0.78 7.95
H 1.00 0.06 8.14
H 0.85 1.81 8.11
H 1.14 3.52 6.38
H -0.94 5.23 5.87
*
```

The value obtained for the HOMO energy is -0.409 Ha. As for the energy: -49543.2647 eV. As for the largest force on an atom: 3.575 eV/A. As for the HOMO-LUMO gap: 6.57 eV. The calculation puts the energy above the lowest of the compared OMol25 structures with the same formula, charge and spin at 19.5 kJ/mol.

***

No. 3
A molecular structure, C35H53AsN4OP2STa in a non-equilibrium geometry. Source: the Open Molecules 2025 dataset; level of theory: ωB97M-V/def2-TZVPD.

The geometry in ORCA input format:
```
! wB97M-V def2-TZVPD RIJCOSX def2/J DEFGRID3
* xyz 3 1
Ta -0.36 0.24 -0.22
C -3.57 2.53 2.06
C -2.23 3.26 1.87
C -2.40 4.29 0.74
P -0.67 2.28 1.59
C 0.58 3.37 2.48
C 0.71 4.78 1.93
C 1.95 2.73 2.66
C -0.65 0.86 2.73
C -1.40 0.79 3.91
C -1.25 -0.28 4.76
C -0.33 -1.29 4.46
C 0.44 -1.22 3.32
C 0.30 -0.14 2.45
N 1.02 -0.02 1.23
C 2.42 -0.31 1.20
C 3.20 -0.44 2.35
C 4.55 -0.75 2.25
C 5.14 -0.95 1.01
C 4.38 -0.78 -0.14
C 3.03 -0.44 -0.04
P 2.02 -0.03 -1.48
C 2.70 1.59 -2.07
C 4.23 1.69 -2.08
C 2.12 2.70 -1.20
C 2.22 -1.35 -2.75
C 3.33 -1.12 -3.77
C 2.35 -2.71 -2.06
H -4.27 3.23 2.50
H -3.51 1.66 2.71
H -3.98 2.21 1.10
H -1.99 3.77 2.80
H -1.46 4.67 0.35
H -2.98 5.14 1.11
H -2.96 3.84 -0.08
H 0.10 3.41 3.47
H 1.20 4.80 0.96
H 1.32 5.36 2.63
H -0.24 5.30 1.86
H 2.49 2.64 1.73
H 1.89 1.75 3.13
H 2.54 3.36 3.33
H -2.08 1.58 4.17
H -1.83 -0.33 5.68
H -0.21 -2.14 5.13
H 1.16 -2.00 3.10
H 2.77 -0.30 3.33
H 5.14 -0.84 3.15
H 6.19 -1.21 0.93
H 4.83 -0.92 -1.11
H 2.35 1.69 -3.10
H 4.63 1.67 -1.07
H 4.51 2.65 -2.52
H 4.71 0.92 -2.67
H 2.33 2.51 -0.15
H 1.03 2.80 -1.32
H 2.57 3.66 -1.46
H 1.26 -1.33 -3.28
H 4.32 -1.25 -3.34
H 3.28 -0.13 -4.24
H 3.23 -1.86 -4.56
H 3.35 -2.85 -1.66
H 2.16 -3.50 -2.78
H 1.65 -2.82 -1.23
O -0.93 -1.66 0.75
N -2.12 -1.89 1.31
C -2.23 -2.93 2.17
C -3.44 -3.21 2.75
C -4.55 -2.43 2.43
C -4.41 -1.38 1.54
C -3.16 -1.11 0.99
S -2.86 0.19 -0.10
H -1.32 -3.49 2.34
H -3.51 -4.04 3.44
H -5.51 -2.64 2.87
H -5.25 -0.77 1.25
C -1.32 3.54 -2.53
As -1.14 1.60 -2.54
C -0.09 1.47 -4.18
C -2.95 1.23 -3.15
H -1.53 3.82 -3.56
H -0.42 4.05 -2.20
H -2.16 3.83 -1.91
H -0.78 1.57 -5.01
H 0.46 0.53 -4.28
H 0.61 2.30 -4.20
H -3.05 1.65 -4.15
H -3.65 1.72 -2.48
H -3.17 0.17 -3.17
N -0.97 -2.87 -1.50
C -1.38 -3.72 -2.46
C -1.57 -2.98 -3.60
C -1.23 -1.68 -3.24
N -0.86 -1.61 -1.96
H -0.73 -3.07 -0.55
H -1.52 -4.77 -2.26
H -1.90 -3.33 -4.57
H -1.23 -0.81 -3.87
*
```

The value obtained for the HOMO energy is -0.591 Ha. As for the energy: -136943.4868 eV. As for the largest force on an atom: 3.021 eV/A. As for the HOMO-LUMO gap: 6.35 eV. The calculation puts the energy above the lowest of the compared OMol25 structures with the same formula, charge and spin at 56.1 kJ/mol.

***

No. 4
A molecular structure, C9H14ClI2N2Re in a non-equilibrium geometry. Source: the Open Molecules 2025 dataset; level of theory: ωB97M-V/def2-TZVPD.

The geometry in ORCA input format:
```
! wB97M-V def2-TZVPD RIJCOSX def2/J DEFGRID3
* xyz 3 4
Re 0.61 -0.73 -0.03
N 0.50 -2.10 1.59
C 0.45 -3.51 1.03
C -0.56 -3.51 -0.09
N -0.17 -2.41 -1.06
H 1.28 -2.02 2.25
H -0.34 -1.93 2.15
H 0.20 -4.21 1.82
H 1.45 -3.75 0.67
H -1.57 -3.28 0.27
H -0.60 -4.46 -0.61
H -0.95 -2.19 -1.68
H 0.55 -2.78 -1.69
Cl 0.35 5.74 -0.90
C -0.03 4.15 -0.56
C -0.55 3.33 -1.58
C -0.90 2.04 -1.29
C -0.76 1.53 0.04
C -1.23 0.23 0.38
C -0.17 2.37 1.04
C 0.18 3.66 0.75
H -0.70 3.75 -2.57
H -1.35 1.42 -2.06
H -2.00 -0.20 -0.27
H -1.49 0.06 1.42
H -0.07 2.01 2.06
H 0.58 4.32 1.51
I 3.02 0.11 -0.94
I 4.28 2.36 -1.69
*
```

The value obtained for the HOMO energy (spin up / spin down) is -0.684 / -0.686 Ha. As for the energy: -43362.4367 eV. The expectation value of S² is 3.7792. As for the largest force on an atom: 1.502 eV/A. As for the HOMO-LUMO gap (spin up / spin down): 6.04 / 5.86 eV.

***

No. 5
A molecular structure, C47H35Cl5LaN4O2P2 in a non-equilibrium geometry. Source: the Open Molecules 2025 dataset; level of theory: ωB97M-V/def2-TZVPD.

The geometry in ORCA input format:
```
! wB97M-V def2-TZVPD RIJCOSX def2/J DEFGRID3
* xyz 1 1
La 1.52 1.79 -0.47
C 0.75 -3.01 -2.27
N 0.94 -1.68 -1.79
P 2.47 -1.22 -1.29
C 3.39 -1.91 -2.63
C 3.89 -3.23 -2.60
C 4.36 -3.76 -3.79
C 4.36 -3.02 -4.97
C 3.86 -1.74 -5.01
C 3.41 -1.17 -3.82
C 2.85 -2.26 0.16
C 1.92 -2.90 0.99
C 2.40 -3.60 2.06
C 3.77 -3.67 2.32
C 4.69 -3.01 1.49
C 4.26 -2.23 0.43
P -0.22 -0.45 -1.55
C -1.59 -1.05 -0.44
C -1.67 -0.72 0.90
C -2.54 -1.36 1.75
C -3.22 -2.50 1.33
C -3.16 -2.88 0.03
C -2.34 -2.19 -0.83
C -1.00 -0.42 -3.20
C -0.14 -0.44 -4.28
C -0.62 -0.30 -5.55
C -1.93 -0.06 -5.81
C -2.84 0.01 -4.73
C -2.36 -0.19 -3.45
H 1.16 -3.72 -1.62
H 1.27 -3.08 -3.17
H -0.32 -3.24 -2.48
H 3.82 -3.80 -1.70
H 4.75 -4.75 -3.76
H 4.72 -3.53 -5.90
H 3.66 -1.18 -5.93
H 3.18 -0.14 -3.78
H 0.90 -2.81 0.86
H 1.71 -4.13 2.63
H 4.04 -4.21 3.22
H 5.71 -3.03 1.69
H 4.97 -1.57 -0.12
H -1.10 0.16 1.28
H -2.67 -1.06 2.80
H -3.81 -3.04 2.08
H -3.63 -3.81 -0.31
H -2.29 -2.51 -1.86
H 0.94 -0.58 -4.18
H 0.10 -0.47 -6.33
H -2.23 -0.03 -6.88
H -3.91 0.27 -4.94
H -3.09 -0.08 -2.61
C -6.10 -1.00 4.47
O -4.68 -0.81 4.70
C -4.29 0.40 5.07
C -5.13 1.49 5.15
C -4.53 2.73 5.57
C -3.19 2.83 5.77
C -2.32 1.68 5.68
C -2.92 0.54 5.41
N -2.72 4.13 5.94
N -1.72 4.59 5.33
C -0.86 3.91 4.41
C 0.46 3.78 4.69
C 1.38 3.15 3.84
C 0.99 2.62 2.63
O 1.75 1.99 1.74
C -0.35 3.01 2.20
N -0.67 2.83 0.83
C -1.91 3.07 0.48
C -2.94 3.61 1.31
C -2.57 3.92 2.58
C -1.29 3.58 3.07
H -6.26 -2.06 4.32
H -6.52 -0.48 3.68
H -6.69 -0.66 5.44
H -6.15 1.47 4.83
H -5.14 3.61 5.66
H -1.28 1.74 5.91
H -2.31 -0.31 5.39
H 0.80 4.08 5.65
H 2.39 2.86 4.27
H -2.15 2.92 -0.53
H -3.90 3.93 0.89
H -3.27 4.36 3.29
Cl 5.29 1.97 -0.96
C 4.37 2.33 -2.38
C 2.99 2.60 -2.29
C 2.24 2.64 -3.44
Cl 0.44 2.73 -3.22
C 2.86 2.53 -4.68
Cl 1.85 2.50 -6.14
C 4.22 2.34 -4.83
Cl 4.95 2.38 -6.32
C 5.03 2.19 -3.61
Cl 6.75 1.84 -3.78
*
```

The value obtained for the HOMO energy is -0.359 Ha. As for the energy: -141405.7105 eV. As for the largest force on an atom: 3.992 eV/A. As for the HOMO-LUMO gap: 6.89 eV. The calculation puts the energy above the lowest of the compared OMol25 structures with the same formula, charge and spin at 96.0 kJ/mol.

***

No. 6
A single C4H5NO2 molecule in a non-equilibrium geometry. Source: the Open Molecules 2025 dataset; level of theory: ωB97M-V/def2-TZVPD.

The geometry in ORCA input format:
```
! wB97M-V def2-TZVPD RIJCOSX def2/J DEFGRID3
* xyz 0 1
O 2.35 0.27 -0.69
C 1.25 -0.19 -0.75
C 0.37 -0.12 0.53
C -0.47 1.20 0.00
N -1.04 0.39 0.94
C -0.92 -1.15 0.32
O -1.17 -1.49 -0.83
H 0.79 -0.66 -1.63
H 1.00 -0.12 1.40
H -0.80 1.06 -1.04
H 0.04 2.15 0.20
H -1.09 -1.78 1.20
*
```

The value obtained for the HOMO energy is -0.349 Ha. As for the energy: -9809.1876 eV. As for the largest force on an atom: 1.415 eV/A. As for the HOMO-LUMO gap: 9.56 eV. The calculation puts the energy above the lowest of the compared OMol25 structures with the same formula, charge and spin at 494.7 kJ/mol.